No. 1
Molecular formula: C41H57N3O6PS4TcTe
Method: DFT, wB97M-V/def2-TZVPD

Last column: Mulliken charge in e.
CARTESIAN COORDINATES (ANGSTROEM)
Tc -1.033 -0.263 -1.035  2.47
C -3.955 1.580 5.051  -1.34
C -3.003 1.023 4.021  -0.05
O -2.965 1.945 2.915  -0.16
P -1.805 1.907 1.817  0.12
S -2.108 3.230 0.460  -0.38
S -1.694 -0.092 1.311  -0.46
O -0.440 2.089 2.647  0.34
C -0.001 3.384 3.116  -0.39
C -0.139 3.456 4.619  -1.05
H -4.004 0.912 5.911  0.42
H -4.954 1.681 4.630  0.23
H -3.625 2.561 5.394  0.29
H -3.344 0.057 3.645  0.30
H -1.995 0.901 4.427  0.29
H -0.572 4.166 2.614  0.45
H 1.040 3.471 2.805  0.26
H -1.178 3.314 4.915  0.12
H 0.184 4.435 4.973  0.44
H 0.472 2.694 5.105  0.25
O -3.202 -0.322 -1.531  -0.11
S -3.967 1.005 -1.640  0.25
C -5.146 0.666 -2.965  -1.19
C -4.424 0.139 -4.201  -0.59
C -3.275 1.013 -4.696  0.34
C -2.497 0.363 -5.829  -1.15
S -1.694 -1.205 -5.368  -0.12
O -0.952 1.072 -1.995  -1.13
C 0.042 -0.828 -5.333  0.48
C 0.554 0.311 -4.719  -0.05
C 1.928 0.487 -4.635  -0.64
C 2.792 -0.473 -5.143  -0.60
C 2.278 -1.603 -5.760  -0.69
C 0.907 -1.777 -5.867  -0.53
C -5.071 1.024 -0.245  0.27
C -5.604 2.242 0.146  -0.36
C -6.457 2.278 1.237  -0.72
C -6.741 1.112 1.933  -0.53
C -6.177 -0.096 1.543  -0.69
C -5.334 -0.147 0.445  -0.14
H -5.626 1.628 -3.156  0.51
H -5.892 -0.036 -2.594  0.47
H -5.168 0.020 -4.993  0.51
H -4.045 -0.858 -3.968  0.15
H -2.584 1.233 -3.880  -0.32
H -3.664 1.971 -5.051  0.46
H -1.715 1.023 -6.204  0.56
H -3.158 0.127 -6.664  0.48
H -0.112 1.043 -4.282  0.37
H 2.327 1.372 -4.158  0.42
H 3.861 -0.335 -5.063  0.45
H 2.945 -2.348 -6.172  0.42
H 0.503 -2.649 -6.363  0.44
H -5.331 3.151 -0.373  0.41
H -6.879 3.221 1.557  0.41
H -7.398 1.146 2.792  0.46
H -6.391 -0.998 2.100  0.44
H -4.859 -1.070 0.138  0.33
C 1.228 -2.582 -2.161  -1.31
C 1.484 -1.928 -0.812  0.66
O 2.256 -2.403 -0.005  -0.57
N 0.828 -0.749 -0.582  0.68
Te 1.726 0.132 1.044  -0.19
C 2.297 -0.921 2.781  0.61
C 1.761 -2.167 3.099  0.95
C 0.744 -2.893 2.260  -1.51
C 2.193 -2.771 4.278  -0.81
C 3.098 -2.159 5.133  0.56
C 3.541 -2.827 6.403  -1.64
C 3.557 -0.888 4.809  -0.74
C 3.167 -0.239 3.646  0.72
C 3.710 1.141 3.364  -1.54
C 3.499 0.580 -0.020  0.62
C 4.718 -0.120 0.065  1.03
C 4.982 -1.313 0.947  -1.29
C 5.772 0.324 -0.725  -0.73
C 5.663 1.417 -1.574  0.58
C 6.832 1.892 -2.387  -1.65
C 4.443 2.068 -1.645  -0.68
C 3.349 1.670 -0.890  0.39
C 2.071 2.447 -1.105  -1.30
H 2.195 -2.750 -2.637  0.58
H 0.611 -1.976 -2.818  -0.15
H 0.759 -3.556 -1.998  0.22
H 0.230 -2.239 1.556  -0.30
H -0.011 -3.344 2.906  0.53
H 1.221 -3.683 1.682  0.39
H 1.795 -3.746 4.536  0.42
H 3.257 -3.877 6.419  0.37
H 3.087 -2.343 7.270  0.32
H 4.622 -2.761 6.523  0.39
H 4.235 -0.379 5.485  0.50
H 4.004 1.623 4.294  0.55
H 2.973 1.790 2.879  0.05
H 4.584 1.107 2.713  0.22
H 4.157 -2.010 0.949  0.13
H 5.175 -1.018 1.979  0.22
H 5.868 -1.836 0.590  0.49
H 6.713 -0.209 -0.669  0.39
H 7.685 1.223 -2.285  0.37
H 7.143 2.887 -2.067  0.34
H 6.574 1.958 -3.444  0.36
H 4.331 2.921 -2.304  0.48
H 2.265 3.515 -1.003  0.55
H 1.257 2.208 -0.427  -0.31
H 1.689 2.274 -2.111  0.00
N -2.494 -4.342 -0.637  -0.43
C -2.166 -3.231 -1.327  0.39
N -2.480 -3.161 -2.624  -0.19
O -1.574 -2.313 -0.724  0.02
H -2.870 -5.159 -1.082  0.17
H -2.173 -4.409 0.313  0.25
H -2.963 -3.906 -3.092  0.20
H -2.276 -2.323 -3.151  -0.54

Output
Total charge   +1
Kohn-Sham gap (spin up / spin down)   7.91 / 7.62 eV
Molecular weight   1072.8 u
Highest occupied orbital energy (spin up / spin down)   -10.190 / -10.162 eV
Multiplicity   2
E_tot   -4495.107804 hartree

No. 2
Molecular formula: C21H25Cl3N2O5OsSe2
Method: DFT, wB97M-V/def2-TZVPD

Last column: natural (NBO) charge in e.
CARTESIAN COORDINATES (ANGSTROEM)
Os -0.314 0.183 -0.540  1.43
Cl 1.136 6.714 2.288  0.03
C 1.105 5.194 1.473  -0.04
C -0.107 4.620 1.134  -0.23
C -0.111 3.403 0.484  -0.10
Cl -1.620 2.645 0.097  0.08
C 1.068 2.724 0.128  0.32
O 1.091 1.588 -0.548  -0.70
C 2.271 3.346 0.508  -0.08
Cl 3.746 2.544 0.121  0.03
C 2.298 4.556 1.172  -0.23
H -1.037 5.111 1.381  0.25
H 3.247 4.991 1.451  0.25
C 2.435 -1.552 -1.197  -0.27
C 3.313 -2.822 -1.397  -0.25
N 2.852 -3.878 -0.508  -0.42
C 1.507 -4.285 -0.896  -0.25
C 0.561 -3.045 -0.866  -0.27
N 1.299 -1.892 -0.327  -0.44
C 1.819 -2.220 1.009  -0.27
C 2.833 -3.401 0.869  -0.25
H 2.064 -1.172 -2.150  0.21
H 2.999 -0.753 -0.713  0.22
H 4.361 -2.609 -1.181  0.21
H 3.240 -3.185 -2.424  0.20
H 1.162 -5.051 -0.201  0.21
H 1.545 -4.720 -1.896  0.20
H -0.303 -3.232 -0.233  0.24
H 0.208 -2.802 -1.869  0.21
H 0.988 -2.482 1.658  0.25
H 2.307 -1.334 1.418  0.21
H 2.547 -4.226 1.522  0.21
H 3.842 -3.087 1.141  0.20
O -1.220 -2.414 2.128  -1.00
Se -1.657 -1.016 1.524  2.74
O -1.713 -1.136 -0.201  -0.94
O -0.394 0.089 1.539  -1.02
O -3.014 -0.419 2.063  -0.97
C 1.121 2.823 -7.945  -0.63
C 0.806 2.165 -6.630  0.03
C 0.066 2.806 -5.646  -0.22
C -0.302 2.166 -4.470  0.00
C -1.091 2.907 -3.426  -0.64
C 0.084 0.837 -4.286  -0.23
Se -0.677 -0.182 -2.820  0.14
C 0.886 0.180 -5.225  0.09
C 1.424 -1.215 -5.025  -0.66
C 1.233 0.866 -6.381  -0.25
H 0.671 3.811 -8.016  0.22
H 0.733 2.214 -8.763  0.22
H 2.198 2.919 -8.088  0.22
H -0.248 3.833 -5.796  0.21
H -1.332 3.911 -3.769  0.22
H -0.513 2.986 -2.502  0.22
H -2.022 2.384 -3.195  0.23
H 0.796 -1.787 -4.345  0.22
H 2.431 -1.161 -4.606  0.22
H 1.477 -1.743 -5.976  0.23
H 1.849 0.360 -7.118  0.21

Output
Total charge   0
Kohn-Sham gap (spin up / spin down)   8.28 / 6.05 eV
Molecular weight   839.9 u
Highest occupied orbital energy (spin up / spin down)   -8.268 / -8.420 eV
Multiplicity   5
E_tot   -7574.905032 hartree

No. 3
Molecular formula: C17H18AgB2O25
Method: DFT, wB97M-V/def2-TZVPD

Last column: natural (NBO) charge in e.
CARTESIAN COORDINATES (ANGSTROEM)
Ag 1.031 -1.083 -0.327  0.93
O -2.790 2.543 6.372  -0.55
C -2.649 1.587 5.682  0.68
O -1.493 1.154 5.181  -0.67
B -1.674 -0.194 4.644  1.15
O -3.099 -0.483 4.750  -0.66
C -3.737 0.556 5.283  0.68
O -4.903 0.634 5.478  -0.54
O -0.848 -1.173 5.360  -0.65
C 0.030 -1.735 4.555  0.68
O 0.856 -2.528 4.842  -0.56
C -0.215 -1.128 3.153  0.71
O -1.211 -0.286 3.223  -0.63
O 0.382 -1.459 2.169  -0.62
O -1.961 4.223 -5.155  -0.56
C -2.369 3.241 -4.600  0.67
O -2.045 2.860 -3.378  -0.66
B -2.772 1.602 -3.052  1.15
O -3.693 1.407 -4.173  -0.66
C -3.382 2.232 -5.164  0.68
O -3.801 2.177 -6.270  -0.55
O -1.855 0.443 -2.908  -0.64
C -1.923 -0.005 -1.677  0.71
O -1.340 -0.978 -1.254  -0.64
C -2.927 0.866 -0.893  0.67
O -3.442 1.738 -1.756  -0.65
O -3.222 0.735 0.248  -0.52
C -2.199 -3.970 -1.510  -0.26
O -1.156 -4.939 -1.314  -0.48
C -0.012 -4.467 -0.882  1.00
O 0.216 -3.305 -0.641  -0.70
O 0.863 -5.453 -0.800  -0.49
C 2.126 -5.107 -0.234  -0.26
H -2.578 -3.606 -0.558  0.21
H -3.031 -4.505 -1.966  0.19
H -1.828 -3.203 -2.181  0.21
H 2.615 -4.328 -0.818  0.18
H 2.686 -6.038 -0.259  0.20
H 2.064 -4.767 0.800  0.21
C 0.415 4.451 -0.570  -0.25
O 0.565 3.021 -0.642  -0.49
C 0.726 2.327 0.454  1.01
O 0.967 1.147 0.441  -0.70
O 0.695 3.077 1.550  -0.52
C 0.506 2.357 2.797  -0.27
H 1.118 4.876 0.141  0.19
H -0.616 4.666 -0.314  0.20
H 0.627 4.813 -1.568  0.20
H 0.194 3.048 3.570  0.21
H 1.463 1.919 3.096  0.18
H -0.223 1.568 2.650  0.23
C 4.795 1.487 -0.181  -0.26
O 5.085 0.629 -1.297  -0.48
C 4.065 -0.063 -1.757  1.01
O 2.983 -0.132 -1.225  -0.70
O 4.413 -0.621 -2.904  -0.48
C 3.503 -1.559 -3.478  -0.27
H 5.696 2.053 0.021  0.20
H 4.522 0.910 0.702  0.20
H 3.967 2.143 -0.450  0.20
H 3.974 -2.520 -3.689  0.19
H 3.219 -1.180 -4.464  0.20
H 2.624 -1.679 -2.852  0.21

Output
Total charge   -1
Kohn-Sham gap   9.16 eV
Energy above the lowest of the compared OMol25 structures with the same formula, charge and spin   65.29 kJ/mol
Molecular weight   751.8 u
Highest occupied orbital energy   -7.482 eV
E_tot   -2736.887279 hartree

No. 4
Molecular formula: C33H37N2O2PPbS3
Method: DFT, wB97M-V/def2-TZVPD

Last column: Mulliken charge in e.
CARTESIAN COORDINATES (ANGSTROEM)
Pb -1.385 -0.711 0.962  1.14
C -1.412 -2.530 -2.091  -0.95
C 0.036 -2.664 -2.483  0.41
C 0.460 -3.784 -3.191  -0.94
C 1.784 -3.938 -3.567  -0.87
C 2.714 -2.960 -3.246  -1.17
C 2.315 -1.840 -2.539  -0.36
C 0.982 -1.688 -2.142  0.98
P 0.422 -0.189 -1.241  1.97
C 1.903 0.499 -0.408  1.36
C 2.756 -0.455 0.158  -1.33
C 3.844 -0.078 0.919  -1.17
C 4.090 1.270 1.126  -1.05
C 3.243 2.219 0.580  -0.91
C 2.128 1.864 -0.176  0.36
C 1.235 2.957 -0.702  -1.18
C 0.094 0.934 -2.686  0.39
C 1.042 1.028 -3.682  -1.05
C 0.913 1.950 -4.723  -0.56
C -0.182 2.817 -4.794  -0.98
C -1.164 2.724 -3.850  -0.69
C -1.088 1.753 -2.800  2.07
C -2.194 1.562 -2.019  -1.77
H -2.006 -3.324 -2.538  0.56
H -1.829 -1.573 -2.418  0.14
H -1.519 -2.616 -1.005  0.04
H -0.261 -4.549 -3.451  0.47
H 2.089 -4.820 -4.115  0.47
H 3.749 -3.067 -3.542  0.50
H 3.055 -1.094 -2.291  0.56
H 2.577 -1.506 -0.024  0.65
H 4.491 -0.835 1.344  0.53
H 4.939 1.584 1.719  0.44
H 3.441 3.270 0.751  0.49
H 1.442 3.891 -0.183  0.55
H 0.176 2.723 -0.570  -0.14
H 1.420 3.132 -1.764  0.31
H 1.924 0.406 -3.645  0.46
H 1.689 2.012 -5.475  0.48
H -0.255 3.541 -5.594  0.46
H -2.039 3.360 -3.904  0.49
H -2.258 0.737 -1.327  0.76
H -3.088 2.153 -2.173  0.28
C -4.888 1.701 3.510  -0.47
C -3.588 1.826 4.311  -0.89
S -2.096 1.158 3.494  0.07
C -1.207 2.609 2.849  -0.57
C -1.950 3.403 1.796  -0.82
S -2.467 2.364 0.384  0.46
C -4.084 3.111 -0.032  -0.92
C -5.267 2.598 0.788  -0.85
S -5.338 3.171 2.524  -0.12
H -5.717 1.564 4.205  0.46
H -4.858 0.838 2.849  0.18
H -3.677 1.232 5.220  0.46
H -3.377 2.853 4.607  0.41
H -0.277 2.187 2.461  0.02
H -0.962 3.260 3.689  0.61
H -1.335 4.227 1.430  0.53
H -2.873 3.805 2.204  0.33
H -4.255 2.863 -1.082  0.34
H -3.982 4.192 0.048  0.48
H -5.315 1.511 0.779  0.30
H -6.178 2.989 0.334  0.49
O 0.293 -0.308 2.481  -0.32
N 1.089 -1.279 2.746  -0.65
N 0.908 -2.351 2.117  1.00
O -0.022 -2.509 1.181  -0.83
C 1.814 -3.446 2.327  0.26
C 2.504 -3.550 3.529  -0.36
C 3.383 -4.604 3.703  -0.63
C 3.572 -5.535 2.689  -0.46
C 2.884 -5.409 1.491  -0.75
C 1.993 -4.365 1.304  -0.12
H 2.352 -2.815 4.307  0.49
H 3.912 -4.707 4.640  0.42
H 4.255 -6.359 2.840  0.42
H 3.034 -6.130 0.699  0.41
H 1.446 -4.258 0.376  0.45

Output
Total charge   +2
Kohn-Sham gap   5.39 eV
Energy above the lowest of the compared OMol25 structures with the same formula, charge and spin   66.10 kJ/mol
Molecular weight   828.0 u
Highest occupied orbital energy   -13.400 eV
E_tot   -3267.794363 hartree